(1)
Below is 10 unconnected molecules or ions with the total composition C36H61NO27 in a non-equilibrium geometry, with properties calculated with wB97M-V/def2-TZVPD.

Computed properties:
Relative energy (zero: lowest compared OMol25 entry of this formula, charge and spin): 230.5 kJ/mol
E: -3494.3241 a.u.
SMILES: C[C@H]1COC(=O)O1.C[C@H]1COC(=O)O1.C[C@H]1COC(=O)O1.C[C@H]1COC(=O)O1.C[C@H]1COC(=O)O1.COC(=O)OC.COC(=O)OC.COC(=O)OC.COC(=O)OC.CCCC#N
M: 939.86 g/mol
Lowest unoccupied orbital energy: -0.137 eV

CARTESIAN COORDINATES (ANGSTROEM)
C  4.8893  -15.8729  -9.1711
C  4.5087  -17.3684  -9.4586
C  5.6618  -18.0923  -10.2276
O  5.9117  -19.2469  -9.4384
C  5.0247  -19.2884  -8.4660
O  5.0364  -20.2146  -7.6624
O  4.3002  -18.2024  -8.3344
H  5.6792  -15.5812  -8.5737
H  3.8764  -15.5350  -8.8553
H  5.0435  -15.3221  -10.0488
H  3.5938  -17.4277  -10.0602
H  6.5797  -17.5093  -10.2890
H  5.5219  -18.5157  -11.2181
C  6.4668  -18.6438  -0.3332
C  6.2213  -19.8789  -1.1820
C  4.9045  -20.1094  -2.0191
O  5.3334  -20.7678  -3.1273
C  6.7569  -20.7337  -3.1279
O  7.3968  -21.2526  -4.0651
O  7.2522  -20.1213  -2.0534
H  6.2442  -17.7819  -0.9596
H  7.5029  -18.5469  0.1070
H  5.7466  -18.6419  0.5199
H  6.3686  -20.7385  -0.4600
H  4.4409  -19.1602  -2.2460
H  4.2122  -20.7384  -1.4712
C  6.8517  -17.4012  -6.6269
C  7.2818  -18.5219  -5.6831
C  8.7370  -18.9334  -5.9165
O  9.2550  -18.6847  -4.5962
C  8.3806  -18.1030  -3.8189
O  8.5833  -17.6253  -2.6967
O  7.2529  -17.9435  -4.4125
H  5.7040  -17.1737  -6.4812
H  7.0592  -17.6740  -7.7064
H  7.2408  -16.4058  -6.5954
H  6.6481  -19.3090  -5.6986
H  9.2546  -18.3227  -6.5676
H  8.8645  -19.9141  -6.2882
C  -0.5081  -22.0016  -2.3179
C  0.1743  -20.9364  -1.4221
C  -0.5282  -20.6162  -0.0337
O  0.1412  -21.4945  0.8770
C  1.1864  -21.8819  0.3767
O  1.9874  -22.7505  0.8151
O  1.3845  -21.3297  -0.8756
H  -1.0600  -22.6941  -1.7224
H  0.2937  -22.3857  -2.9065
H  -1.1829  -21.6120  -3.0781
H  0.3926  -20.0026  -1.8964
H  -1.5865  -20.6155  -0.2211
H  -0.2402  -19.6036  0.3170
C  1.4771  -16.1817  -7.4097
C  0.0953  -15.5839  -7.0768
C  -0.9614  -15.2755  -8.2228
O  -1.9085  -16.3186  -8.1021
C  -1.6743  -16.9606  -6.9105
O  -2.4006  -17.8583  -6.4395
O  -0.6172  -16.4959  -6.2292
H  2.1470  -15.4890  -7.9357
H  1.4996  -17.0986  -7.9803
H  2.0459  -16.5571  -6.5709
H  0.3740  -14.6895  -6.4650
H  -0.5167  -15.2518  -9.2174
H  -1.3249  -14.2425  -8.0583
C  0.9730  -19.1494  -9.5698
O  0.6302  -20.0055  -8.4925
C  -0.6450  -20.1642  -8.1759
O  -1.7014  -19.4285  -8.7681
O  -0.7777  -21.0410  -7.1827
C  -2.0653  -21.0548  -6.5489
H  0.8595  -19.6059  -10.6197
H  2.0734  -18.8755  -9.4449
H  0.3909  -18.1862  -9.4990
H  -2.8027  -21.8116  -6.8730
H  -2.4964  -20.1392  -6.6860
H  -2.0633  -21.3436  -5.5463
C  -0.6298  -12.3779  0.1314
O  -0.3929  -12.3687  -1.2477
C  0.1170  -13.4844  -1.7805
O  0.0468  -14.7188  -1.0996
O  0.4957  -13.2962  -3.0183
C  1.5633  -14.1504  -3.4304
H  -0.6248  -13.4002  0.5334
H  -1.5661  -11.8989  0.2761
H  0.1340  -11.7570  0.5858
H  1.1712  -15.1122  -3.7731
H  2.2926  -14.2637  -2.5917
H  2.0191  -13.7614  -4.2707
C  4.5618  -15.8842  -4.1711
O  3.8764  -15.3807  -5.3001
C  4.4016  -14.3686  -6.0233
O  5.6611  -13.8672  -6.0514
O  3.4167  -13.8308  -6.8744
C  3.9173  -12.8440  -7.7780
H  3.8540  -16.0103  -3.3127
H  5.3378  -15.1551  -4.0141
H  4.9197  -16.8513  -4.2110
H  3.2410  -12.4373  -8.4023
H  4.5374  -13.3103  -8.5652
H  4.4062  -12.1179  -7.2035
C  1.9390  -17.3257  -0.6810
O  2.6107  -18.5663  -0.5310
C  2.7948  -19.0754  0.7269
O  2.0514  -18.6954  1.8310
O  3.7560  -19.9576  0.7932
C  3.7808  -20.7282  1.9694
H  2.5703  -16.7421  -1.3323
H  2.0412  -16.7470  0.2303
H  0.9497  -17.5034  -0.9399
H  4.4121  -21.5822  1.7570
H  2.8931  -21.1086  2.3450
H  4.2449  -20.1110  2.8154
C  2.6565  -21.8128  -4.2466
C  3.0433  -20.9794  -5.4417
C  2.0342  -19.8389  -5.7335
C  2.0658  -18.7350  -4.7351
N  2.0231  -17.9110  -3.9627
H  2.6885  -21.1422  -3.3884
H  3.4007  -22.5726  -4.0211
H  1.7694  -22.2927  -4.3085
H  3.1458  -21.7440  -6.1849
H  4.0342  -20.5103  -5.4966
H  0.9885  -20.1808  -5.6729
H  2.2100  -19.3787  -6.7097

Results of the Löwdin charge analysis, in e, for atoms 1 through 4:
1 C 0.01
2 C -0.26
3 C -0.07
4 O 0.08

=====

(2)
Below is 10 unconnected molecules or ions with the total composition C36H62Cl4O16S3 in a non-equilibrium geometry, with properties calculated with wB97M-V/def2-TZVPD.

Computed properties:
2S+1: 2
Net charge: +1
<S²>: 0.76
E: -5647.6106 a.u.
M: 988.89 g/mol
Lowest unoccupied orbital energy (alpha / beta): -4.342 / -9.121 eV

CARTESIAN COORDINATES (ANGSTROEM)
C  -3.4358  3.2629  1.3390
C  -4.8360  3.6174  1.7224
C  -4.9588  5.1339  1.8235
S  -3.5721  5.8115  0.6839
O  -2.5692  6.3617  1.5849
O  -4.1546  6.6157  -0.3734
C  -3.0792  4.1306  0.1019
H  -3.2233  2.3087  0.8570
H  -2.8621  3.4114  2.2539
H  -5.2547  3.0845  2.5761
H  -5.5269  3.1908  0.9953
H  -4.8750  5.5610  2.8228
H  -5.8578  5.4451  1.2915
H  -2.0949  4.0120  -0.3510
H  -3.6454  3.9363  -0.8089
C  0.4906  3.8225  4.0766
C  0.5245  3.3065  5.6297
C  -0.7990  3.6954  6.3690
S  -1.8657  4.4228  5.1314
O  -2.4806  5.5823  5.7055
O  -2.6285  3.3564  4.5897
C  -0.5843  4.9631  3.9498
H  0.0294  2.9241  3.6665
H  1.4617  4.0436  3.6337
H  1.2909  3.8808  6.1502
H  0.9353  2.3007  5.7177
H  -0.5842  4.4642  7.1113
H  -1.4869  2.9088  6.6790
H  0.0016  5.7925  4.3457
H  -0.9348  5.2853  2.9692
C  -0.5386  0.6068  -0.3155
C  -0.3421  -0.5975  -1.3116
C  -0.6580  -1.9556  -0.5183
S  -0.3377  -1.5777  1.2849
O  0.8201  -2.3736  1.7598
O  -1.6412  -1.6488  2.0029
C  0.1060  0.2053  1.0151
H  -1.5900  0.8610  -0.1816
H  -0.0836  1.5190  -0.7015
H  0.7389  -0.6078  -1.4512
H  -0.8570  -0.5899  -2.2722
H  0.1071  -2.6648  -0.8342
H  -1.6821  -2.3199  -0.5996
H  1.1735  0.3603  0.8588
H  -0.1469  0.7608  1.9182
O  2.0335  1.4261  -2.5170
C  1.9642  2.0987  -3.5039
O  2.8069  1.9827  -4.5733
C  2.2848  2.4623  -5.7741
C  0.8380  2.7310  -5.4790
C  0.7854  2.9960  -3.9818
H  2.5419  1.6558  -6.4608
H  2.6777  3.4319  -6.0798
H  0.2193  1.8807  -5.7659
H  0.3789  3.4598  -6.1470
H  -0.1652  2.6935  -3.5425
H  0.8169  4.0424  -3.6786
O  1.8465  -8.3491  2.2330
C  2.2789  -7.2844  1.7367
O  3.0171  -7.2318  0.6153
C  3.3757  -5.8560  0.3864
C  3.0949  -5.2050  1.6690
C  2.0732  -5.9320  2.3097
H  2.8207  -5.3009  -0.3698
H  4.4256  -5.7382  0.1178
H  2.7450  -4.1963  1.4496
H  3.9494  -5.1530  2.3437
H  1.1133  -5.5300  1.9855
H  2.1471  -5.8282  3.3922
O  -1.4847  -3.7434  -7.0038
C  -1.1310  -3.7682  -5.8264
O  -1.8453  -4.4975  -4.8410
C  -1.1727  -4.4679  -3.6287
C  0.1477  -3.8019  -3.8708
C  0.0517  -3.0446  -5.2130
H  -1.1090  -5.5322  -3.4021
H  -1.8893  -3.9332  -3.0053
H  0.9266  -4.5566  -3.9795
H  0.2733  -3.0731  -3.0701
H  0.9215  -3.1869  -5.8544
H  -0.2143  -2.0138  -4.9788
O  2.9306  -2.9963  -1.0493
C  3.8122  -3.0758  -1.9790
O  4.6499  -4.1677  -2.0605
C  5.3592  -4.0919  -3.2698
C  5.4349  -2.5501  -3.5643
C  4.0910  -2.0249  -3.0759
H  5.0361  -4.6304  -4.1607
H  6.3920  -4.4398  -3.2470
H  5.3160  -2.4428  -4.6425
H  6.2942  -2.0897  -3.0767
H  3.3206  -2.1038  -3.8430
H  4.1401  -0.9917  -2.7320
O  4.6045  5.9308  0.1809
C  3.5742  5.2763  0.1210
O  2.4779  5.7035  0.7994
C  1.3555  4.8194  0.6846
C  1.6619  4.0633  -0.5797
C  3.1773  4.0626  -0.6683
H  0.3883  5.2827  0.4898
H  1.1704  4.1612  1.5335
H  1.0846  4.4849  -1.4025
H  1.4241  3.0040  -0.4817
H  3.5010  4.0399  -1.7089
H  3.4528  3.1071  -0.2219
Cl  -1.8707  -6.1467  4.0281
C  -1.7827  -6.4953  2.2850
C  -1.6804  -5.1764  1.5642
Cl  -1.5842  -5.3519  -0.2144
H  -2.6848  -7.0584  2.0454
H  -0.9828  -7.2082  2.0850
H  -0.7730  -4.6545  1.8682
H  -2.4907  -4.5057  1.8499
Cl  -5.1155  -1.8578  4.3694
C  -4.6452  -0.3891  3.3954
C  -5.8375  -0.0131  2.4696
Cl  -7.1488  0.9257  3.2412
H  -3.8195  -0.7209  2.7658
H  -4.3585  0.4450  4.0359
H  -6.3199  -0.8852  2.0281
H  -5.5917  0.5151  1.5484

Results of the Löwdin charge analysis, in e, for atoms 1 through 4:
1 C -0.23
2 C -0.26
3 C -0.14
4 S 0.72

=====

(3)
Below is a molecular structure, C36H63Br3N2O5 in a non-equilibrium geometry, with properties calculated with wB97M-V/def2-TZVPD.

Computed properties:
E: -9617.1595 a.u.
M: 843.62 g/mol
Lowest unoccupied orbital energy: -0.432 eV

CARTESIAN COORDINATES (ANGSTROEM)
C  7.0058  2.4055  1.0365
C  6.7638  3.3425  -0.1255
C  5.5858  2.9319  -0.9864
C  4.2839  3.4669  -0.4530
C  4.1185  4.9467  -0.7326
C  2.8547  5.3735  -1.4539
C  1.5838  4.6416  -1.0559
C  0.4061  5.5533  -1.2120
C  -0.9065  5.1199  -0.5962
C  -1.4475  3.7139  -0.8648
C  -1.8382  3.0256  0.4301
C  -2.2366  1.5296  0.3766
C  -2.4870  1.2310  1.7673
N  -2.7432  0.9649  2.8492
C  -3.5414  1.4106  -0.4364
C  -4.7724  0.8640  0.2450
C  -4.7379  -0.6202  0.4978
C  -6.0933  -1.2235  0.4409
O  -7.0961  -0.6187  0.6220
O  -6.1034  -2.5341  0.1157
C  -5.5123  -3.3958  1.1001
C  -4.4196  -4.2163  0.5053
C  -1.0940  0.5941  -0.1422
Br  -1.2847  -1.2323  0.5655
C  0.1450  0.9913  0.4384
N  1.1259  1.3446  0.9073
C  -1.0301  0.5816  -1.6992
Br  -2.0064  -0.9053  -2.4929
C  0.3957  0.5826  -2.2024
C  1.1586  -0.6768  -1.9230
Br  0.3282  0.8770  -4.1361
H  6.6433  1.4305  0.8217
H  8.0522  2.3201  1.2155
H  6.5450  2.7510  1.9344
H  6.5832  4.3309  0.2427
H  7.6367  3.3397  -0.7377
H  5.5119  1.8626  -0.9565
H  5.7239  3.1834  -2.0189
H  4.3197  3.3262  0.6055
H  3.4861  2.8800  -0.8515
H  4.9406  5.2422  -1.3499
H  4.1838  5.5211  0.1648
H  2.7024  6.4063  -1.2142
H  2.9642  5.3396  -2.5170
H  1.4641  3.8136  -1.7204
H  1.6542  4.2783  -0.0575
H  0.2634  5.8016  -2.2412
H  0.6790  6.4624  -0.7166
H  -1.6386  5.8159  -0.9420
H  -0.8439  5.2721  0.4578
H  -2.3504  3.8733  -1.4113
H  -0.7891  3.1329  -1.4696
H  -1.1327  3.2247  1.2062
H  -2.7533  3.4752  0.7497
H  -3.8025  2.3989  -0.7312
H  -3.4103  0.8516  -1.3357
H  -5.5696  1.0297  -0.4454
H  -5.0286  1.4160  1.1222
H  -4.3375  -0.8062  1.4742
H  -4.0919  -1.0969  -0.2069
H  -5.1596  -2.8383  1.9426
H  -6.2930  -4.0320  1.4513
H  -3.7603  -3.5815  -0.0471
H  -3.9029  -4.7156  1.2910
H  -4.8295  -4.9311  -0.1740
H  -1.5469  1.4170  -2.0905
H  0.8763  1.4516  -1.8166
H  1.7385  -0.5820  -1.0307
H  0.5219  -1.5236  -1.7987
H  1.8536  -0.8681  -2.7024
C  -3.6416  -9.0109  -1.2080
C  -5.1189  -8.7587  -0.8950
C  -5.0421  -8.2242  0.5307
O  -3.7925  -7.5402  0.6352
C  -2.9758  -7.8382  -0.4972
H  -3.4159  -9.0404  -2.2718
H  -3.3193  -9.9547  -0.7652
H  -5.5185  -7.9951  -1.5648
H  -5.7451  -9.6441  -0.9786
H  -5.0590  -9.0387  1.2626
H  -5.8481  -7.5298  0.7701
H  -2.9357  -6.9540  -1.1443
H  -1.9651  -8.0613  -0.1564
C  1.9137  4.0230  4.1260
C  0.7010  3.6765  4.9957
C  -0.3727  4.5852  4.4081
O  -0.0553  4.7294  3.0209
C  1.2637  4.2252  2.7640
H  2.6795  3.2504  4.1119
H  2.3718  4.9518  4.4716
H  0.4269  2.6294  4.8561
H  0.8588  3.8478  6.0583
H  -0.3570  5.5751  4.8767
H  -1.3781  4.1749  4.5014
H  1.1739  3.2760  2.2298
H  1.8005  4.9361  2.1339
C  3.9212  -5.6830  -1.7220
C  2.7846  -4.6784  -1.5121
C  3.5419  -3.4735  -0.9658
O  4.8404  -3.5127  -1.5568
C  5.0501  -4.7731  -2.1949
H  3.6878  -6.4691  -2.4369
H  4.1858  -6.1529  -0.7734
H  2.3203  -4.4321  -2.4693
H  2.0058  -5.0272  -0.8370
H  3.6503  -3.5324  0.1230
H  3.0677  -2.5245  -1.2123
H  5.0139  -4.6283  -3.2801
H  6.0395  -5.1445  -1.9300

Results of the Löwdin charge analysis, in e, for atoms 1 through 4:
1 C -0.10
2 C -0.25
3 C -0.23
4 C -0.21

=====

(4)
Below is a molecular structure, C36H63ClMoN4O5S3Si in a non-equilibrium geometry, with properties calculated with wB97M-V/def2-TZVPD.

Computed properties:
Relative energy (zero: lowest compared OMol25 entry of this formula, charge and spin): 76.7 kJ/mol
2S+1: 3
<S²>: 2.05
E: -4017.4041 a.u.
M: 887.60 g/mol
Lowest unoccupied orbital energy (alpha / beta): -0.679 / -1.406 eV

CARTESIAN COORDINATES (ANGSTROEM)
Mo  0.0367  -1.1509  -0.1921
C  -1.2626  -4.5682  -4.6366
S  -2.1532  -3.0986  -4.0786
C  -1.3404  -2.7444  -2.5710
S  -2.1366  -1.6542  -1.5184
N  -0.2069  -3.3348  -2.3185
N  0.3076  -2.9734  -1.0973
C  1.1180  -3.8177  -0.5348
C  1.3491  -3.5828  0.8598
C  2.0955  -4.4215  1.6753
C  2.1390  -4.1704  3.0296
C  1.4243  -3.0869  3.5266
C  0.7129  -2.2935  2.6543
N  0.6747  -2.5059  1.3323
H  -1.6389  -4.7910  -5.6340
H  -1.4689  -5.4007  -3.9675
H  -0.1957  -4.3670  -4.6703
H  1.4525  -4.6909  -1.0780
H  2.6173  -5.2602  1.2318
H  2.7119  -4.8044  3.6950
H  1.4160  -2.8602  4.5852
H  0.1439  -1.4505  3.0088
C  -2.3148  -2.9582  4.1760
N  -1.9268  -3.3056  2.8225
C  -1.9596  -4.7420  2.6266
C  -2.7419  -2.6267  1.8171
C  -2.5407  -1.1267  1.7787
C  -3.5367  -0.3395  2.3530
C  -3.4617  1.0477  2.3665
C  -2.3605  1.6684  1.8071
C  -1.3561  0.9028  1.2285
C  -1.4201  -0.5028  1.1805
H  -3.3137  -3.3471  4.4419
H  -2.3307  -1.8730  4.2925
H  -1.5891  -3.3701  4.8828
H  -2.9748  -5.1603  2.7357
H  -1.3115  -5.2280  3.3601
H  -1.5954  -4.9846  1.6264
H  -3.8106  -2.8360  2.0017
H  -2.4944  -3.0420  0.8423
H  -4.3997  -0.8322  2.7912
H  -4.2596  1.6348  2.8080
H  -2.2890  2.7514  1.7911
H  -0.5097  1.4187  0.7918
Cl  3.3463  -1.0182  1.2443
C  2.1007  -0.3800  0.0838
H  2.5772  -0.4562  -0.8905
H  2.0343  0.6725  0.3436
C  2.8402  2.7417  -2.1037
C  1.4732  3.4071  -1.9811
C  1.4818  4.7617  -2.6709
C  1.0845  3.5575  -0.5166
O  0.4646  2.6363  -2.6489
Si  0.1685  1.0502  -2.8787
O  0.1710  0.2232  -1.4770
O  -1.2446  1.0058  -3.6795
C  -2.4689  1.7406  -3.5293
C  -2.3343  3.0442  -4.3103
C  -3.5626  0.8719  -4.1273
C  -2.7490  2.0212  -2.0555
O  1.2904  0.2682  -3.7703
C  1.5349  0.2427  -5.1848
C  0.4377  -0.5489  -5.8908
C  2.8726  -0.4618  -5.3496
C  1.6038  1.6650  -5.7352
H  3.5986  3.3353  -1.5894
H  3.1243  2.6377  -3.1533
H  2.8178  1.7463  -1.6585
H  2.2337  5.4164  -2.2231
H  0.5017  5.2356  -2.5745
H  1.7054  4.6393  -3.7335
H  1.8054  4.1854  0.0121
H  1.0659  2.5865  -0.0239
H  0.0937  4.0133  -0.4331
H  -2.1863  2.8321  -5.3720
H  -1.4754  3.6073  -3.9410
H  -3.2353  3.6524  -4.1982
H  -3.3627  0.7003  -5.1872
H  -4.5352  1.3579  -4.0227
H  -3.5899  -0.0937  -3.6202
H  -2.0005  2.7101  -1.6531
H  -2.7088  1.0908  -1.4832
H  -3.7399  2.4638  -1.9305
H  0.2781  -1.5016  -5.3784
H  0.7240  -0.7464  -6.9267
H  -0.5049  -0.0013  -5.8765
H  2.8317  -1.4445  -4.8736
H  3.6689  0.1189  -4.8763
H  3.1078  -0.5893  -6.4089
H  0.6647  2.1926  -5.5401
H  1.7794  1.6465  -6.8132
H  2.4150  2.2204  -5.2577
C  -0.6093  0.1187  6.2490
C  -1.1101  1.1834  5.2723
C  0.0052  2.0440  4.6800
S  1.0033  1.0579  3.5214
O  1.4772  1.9800  2.4417
C  2.4558  0.6940  4.5827
C  3.6021  1.6608  4.3261
C  3.3464  3.0735  4.8460
H  -1.4450  -0.4464  6.6658
H  -0.0622  0.5721  7.0800
H  0.0543  -0.5974  5.7519
H  -1.8242  1.8370  5.7792
H  -1.6515  0.7011  4.4528
H  0.6454  2.4817  5.4474
H  -0.3977  2.8373  4.0492
H  2.7435  -0.3224  4.3051
H  2.1262  0.7025  5.6244
H  3.7832  1.6970  3.2503
H  4.4987  1.2466  4.7931
H  2.5137  3.5329  4.3129
H  4.2245  3.7013  4.6932
H  3.1220  3.0665  5.9171

Results of the Löwdin charge analysis, in e, for atoms 1 through 4:
1 Mo 1.51
2 C -0.40
3 S 0.85
4 C -1.09